(1)
This record from the Open Molecules 2025 dataset describes a structure of composition C13H23Cl2GaNO at a distorted geometry. The level of theory is the ωB97M-V functional and the def2-TZVPD basis.

XYZ file:
```
41
Properties=species:S:1:pos:R:3:mulliken_charge:R:1
Ga 0.8174 -0.1396 -1.3306 0.48
Cl 0.8847 -2.3015 -0.8854 -0.47
Cl 1.7917 1.3932 -0.0590 -0.45
C 2.3803 -0.2332 -2.6760 -1.76
H 3.1357 0.4538 -2.2757 0.35
H 2.6951 -1.2724 -2.8186 0.32
C -0.9415 0.4818 -1.9523 -0.40
C 1.2579 0.2545 -3.4279 0.26
H -1.6488 0.5080 -1.1017 0.15
C 0.8014 -0.5824 -4.5987 -0.60
H 1.0853 1.3264 -3.5198 0.57
C -0.4958 -0.1080 -5.2578 -0.83
H 1.5974 -0.5806 -5.3648 0.32
H 0.7046 -1.6229 -4.2482 0.26
C -1.6713 -0.1574 -4.2835 -0.61
H -0.3613 0.9103 -5.6378 0.37
H -0.7113 -0.7562 -6.1163 0.36
C -1.5465 0.9430 -3.1964 -0.61
H -2.5975 0.0048 -4.8473 0.41
H -1.7271 -1.1495 -3.8227 0.35
H -0.9139 1.7746 -3.5482 0.24
H -2.5622 1.3237 -2.9750 0.36
O -0.5199 -0.2637 0.8918 -0.51
C -0.3863 -0.3871 2.1134 0.24
C 0.9560 -0.5763 2.8237 -0.55
C 1.3255 0.5530 3.7853 -0.54
C 0.6887 0.4195 5.1696 -0.65
C -0.8288 0.5674 5.1563 -0.57
C -1.5342 -0.5436 4.3755 -0.76
N -1.4840 -0.3579 2.9266 -0.16
H 0.9225 -1.5396 3.3550 0.40
H 1.7036 -0.6393 2.0273 0.16
H 2.4161 0.5478 3.8990 0.34
H 1.0642 1.5227 3.3366 0.31
H 0.9553 -0.5562 5.5998 0.29
H 1.1096 1.1919 5.8214 0.32
H -1.2025 0.5369 6.1860 0.33
H -1.1053 1.5444 4.7388 0.32
H -1.0963 -1.5170 4.6555 0.28
H -2.5942 -0.5557 4.6555 0.40
H -2.3645 -0.4174 2.4268 0.31
```

## Properties
**Highest occupied orbital energy (spin up / spin down)**: -1.0 / -1.0 eV
**Energy relative to the best compared isomer or geometry (same formula, charge and spin)**: 199.7 kJ/mol
**LUMO level (spin up / spin down)**: 2.8 / 2.8 eV
**Charge**: -1
**Frontier orbital gap (spin up / spin down)**: 3.852 / 3.812 eV
**Spin multiplicity**: 1
**Total energy**: -94812.951 eV

***

(2)
This record from the Open Molecules 2025 dataset describes a cluster of 3 separate species, C10H21BBrO6S2 in total. The level of theory is the ωB97M-V functional and the def2-TZVPD basis.

XYZ file:
```
41
Properties=species:S:1:pos:R:3:mulliken_charge:R:1
Br -0.9686 0.2245 2.1299 -0.53
C -0.4313 -0.3385 0.0569 -0.01
C -0.0312 -1.7865 0.1175 -0.22
O 1.3161 -1.7247 0.4833 -0.78
B 1.8228 -0.6359 -0.3549 0.98
O 0.5878 0.3450 -0.3354 -0.63
H -1.3847 -0.0601 -0.3664 0.34
H -0.1274 -2.2081 -0.8887 0.14
H -0.6135 -2.3491 0.8373 0.38
H 2.8499 -0.1211 0.0486 -0.33
H 1.9508 -0.9968 -1.5510 -0.26
C -5.7384 -3.0233 -2.2031 -0.55
C -5.8038 -1.7671 -1.3205 -0.64
C -4.4888 -1.6842 -0.5389 -0.67
S -3.2442 -2.4906 -1.5703 1.24
O -2.7846 -3.6726 -0.8933 -0.67
O -2.3262 -1.5167 -2.0883 -0.64
C -4.3734 -2.9892 -2.8799 -0.86
H -6.5452 -3.0475 -2.9348 0.34
H -5.8196 -3.9188 -1.5836 0.28
H -5.9149 -0.8843 -1.9527 0.30
H -6.6552 -1.7948 -0.6421 0.33
H -4.1486 -0.6691 -0.3512 0.36
H -4.5212 -2.2373 0.3971 0.40
H -4.0336 -3.9450 -3.2708 0.40
H -4.3197 -2.2235 -3.6528 0.34
C 3.1105 2.7596 1.7779 -0.44
C 4.0581 2.2548 0.6845 -0.65
C 5.2621 3.2032 0.6423 -0.67
S 5.4291 3.8609 2.3118 1.15
O 5.1918 5.2868 2.2878 -0.67
O 6.6402 3.3771 2.9312 -0.69
C 3.9893 3.0391 2.9920 -0.71
H 2.3384 2.0227 1.9951 0.22
H 2.6166 3.6800 1.4591 0.30
H 4.3745 1.2426 0.9293 0.26
H 3.5484 2.1996 -0.2737 0.38
H 6.1988 2.7156 0.3849 0.36
H 5.0989 4.0590 -0.0101 0.35
H 3.5499 3.6960 3.7388 0.41
H 4.3403 2.1184 3.4572 0.35
```

## Properties
**Highest occupied orbital energy**: -4.8 eV
**LUMO level**: 2.2 eV
**Charge**: -1
**Frontier orbital gap**: 6.965 eV
**Spin multiplicity**: 1
**Total energy**: -115387.136 eV

***

(3)
This record from the Open Molecules 2025 dataset describes a structure of composition C44H41N5O7OsP4 at a distorted geometry. The level of theory is the ωB97M-V functional and the def2-TZVPD basis.

XYZ file:
```
102
Properties=species:S:1:pos:R:3:mulliken_charge:R:1
Os 0.8741 -0.5094 -0.1157 1.31
O -1.5233 2.3665 -2.6341 -0.34
P -0.2286 2.2455 -1.7254 -0.91
O -0.6731 3.9731 0.3164 -0.48
O -0.3878 1.1065 -0.7161 1.12
O 1.0058 1.9568 -2.7471 -0.59
P 1.1287 0.4493 -3.3576 0.48
O -0.4836 0.2495 -3.6695 -0.77
O 1.9803 0.2102 -4.5252 -0.74
O 1.4202 -0.4604 -2.1848 0.34
H -1.3920 1.7037 -3.3609 0.52
H -0.5906 -0.1916 -4.5690 0.33
C -1.5144 1.2622 2.6051 -0.43
C -2.6141 2.2871 2.1659 -0.95
P -2.9457 2.5112 0.2806 0.45
C -4.7131 3.1048 0.4453 0.98
C -5.5488 3.1377 1.5839 -0.75
C -6.6869 3.9023 1.4972 -0.43
C -7.1766 4.4720 0.2700 -0.68
C -6.4507 4.1853 -0.8783 -0.54
C -5.1762 3.5700 -0.7692 -0.53
C -2.0670 4.1558 0.1144 -0.29
C -2.5172 5.3269 -0.4035 0.34
C -1.7082 6.2805 -1.1075 -1.10
C -0.5673 6.0083 -1.8423 -0.41
C 0.1947 4.8612 -1.8246 -1.31
C 0.1608 3.7726 -0.8469 1.48
C -0.0693 1.6391 2.4207 -0.59
P 0.9640 0.0954 2.0527 0.74
C 0.4538 -1.1082 3.2957 0.51
C 0.5365 -0.7918 4.6583 -0.41
C 0.0516 -1.6824 5.6131 -0.62
C -0.4274 -2.9550 5.2778 -0.65
C -0.5200 -3.2584 3.9209 -0.88
C -0.1050 -2.3319 2.9549 -0.15
C 2.7864 0.2444 2.4802 0.46
C 3.4343 -0.6461 3.3394 -0.64
C 4.7513 -0.4161 3.7114 -0.66
C 5.4491 0.7059 3.2492 -0.57
C 4.8035 1.5688 2.3269 -0.78
C 3.5328 1.2768 1.8348 -0.55
H -1.7320 0.3109 2.0675 0.12
H -1.7680 1.0956 3.6944 0.54
H -2.3478 3.2810 2.5834 0.34
H -3.5803 1.8985 2.6141 0.24
H -5.3574 2.4904 2.4765 0.25
H -7.3106 4.0786 2.3813 0.38
H -7.9976 5.1924 0.2566 0.39
H -6.8362 4.5454 -1.7852 0.45
H -4.5720 3.4445 -1.6758 0.36
H -3.5701 5.5827 -0.2077 0.45
H -2.1263 7.2619 -1.2323 0.42
H -0.1941 6.7858 -2.4649 0.44
H 0.9965 4.7944 -2.5539 0.53
H 1.2155 3.7141 -0.4009 0.10
H 0.3235 2.0733 3.3554 0.90
H 0.1641 2.3559 1.6403 0.17
H 0.9925 0.1456 4.9707 0.44
H 0.2325 -1.4496 6.7089 0.33
H -0.6252 -3.6421 6.1321 0.39
H -0.9832 -4.1272 3.4975 0.48
H -0.0435 -2.6266 1.9065 -0.02
H 2.9585 -1.5267 3.7795 0.40
H 5.1654 -1.1014 4.4948 0.39
H 6.5519 0.8610 3.5087 0.34
H 5.3059 2.4843 2.0604 0.47
H 3.0472 1.9346 1.1522 0.47
N 6.8993 -4.6155 -0.1021 -0.36
C 5.8962 -4.0924 -0.3370 -0.56
C 4.7110 -3.3014 -0.4040 0.91
C 3.5311 -3.8382 0.1862 -0.99
C 2.5024 -2.9152 0.3994 0.29
N 2.5139 -1.6771 -0.1968 1.22
C 3.5978 -1.1835 -0.8202 -0.11
C 4.7738 -1.9637 -0.8326 -0.78
H 3.5025 -4.8977 0.5333 0.55
H 1.5470 -3.2221 0.9216 -0.06
H 3.4351 -0.2153 -1.2536 0.48
H 5.6854 -1.5163 -1.3007 0.51
C -3.1588 -1.7547 -1.0621 -0.86
C -2.0452 -1.1003 -0.5542 0.33
N -0.8302 -1.5174 -0.8468 0.26
C -0.6137 -2.5509 -1.7041 -0.34
C -1.7328 -3.2269 -2.2132 1.05
C -3.0091 -2.6978 -2.0433 -1.08
C -1.5906 -4.4744 -2.9655 -0.94
C -0.4578 -4.9463 -3.6192 -0.73
C 0.9143 -4.4866 -3.9379 1.17
C 1.8218 -5.4763 -4.2663 -0.60
C 3.1381 -5.1303 -4.5111 -0.24
N 3.6583 -3.9251 -4.3938 -0.55
C 2.6825 -3.0086 -4.1212 -0.22
N 1.4020 -3.2169 -3.8271 -0.22
H -4.1016 -1.4233 -0.6908 0.62
H -2.0401 -0.2136 0.0580 -0.40
H 0.3983 -2.9397 -1.7752 0.15
H -3.8572 -3.0661 -2.5938 0.58
H -2.4961 -5.1013 -3.0637 0.40
H -0.4029 -5.9757 -3.9321 0.34
H 1.5216 -6.5528 -4.2115 0.26
H 3.8379 -5.9792 -4.5600 0.39
H 3.0157 -1.9329 -4.0558 0.38
```

## Properties
**Highest occupied orbital energy (spin up / spin down)**: -11.8 / -12.8 eV
**Energy relative to the best compared isomer or geometry (same formula, charge and spin)**: 0.0 kJ/mol
**LUMO level (spin up / spin down)**: -6.0 / -7.7 eV
**Charge**: +2
**Frontier orbital gap (spin up / spin down)**: 5.890 / 5.051 eV
**Spin multiplicity**: 5
**Total energy**: -107684.537 eV